1.
Below is a single CH6NPS molecule, with properties calculated with ωB97M-V/def2-TZVPD.

LUMO level	0.8	eV
HOMO energy	-8.74	eV
structure (SMILES)	NSCP
molar mass	95.1	g mol⁻¹
orbital gap	0.351	Ha

Each line ends with the Löwdin charge.
Positions of all 10 atoms, in Å:
N -1.22499 -1.34395 -0.50074  -0.38
S -1.55524 0.15715 0.24020  0.68
C -0.01343 0.97200 -0.17902  -0.77
P 1.43185 -0.09222 0.69685  0.69
H -1.81551 -1.50011 -1.31262  0.02
H -1.34061 -2.09718 0.16791  0.02
H 0.12819 0.92853 -1.25913  0.01
H -0.03195 1.99947 0.17276  0.01
H 2.85207 0.15421 0.23259  -0.12
H 1.56963 0.82210 1.74120  -0.16

2.
Below is 2 unconnected molecules or ions with the total composition C5H13NOS, with properties calculated with ωB97M-V/def2-TZVPD.

LUMO level (alpha / beta)	3.4 / 3.4	eV
2S+1	2
HOMO energy (alpha / beta)	0.93 / -5.29	eV
molar mass	135.2	g mol⁻¹
<S²>	0.75
orbital gap (alpha / beta)	0.091 / 0.318	Ha
charge	-1

Each line ends with the Löwdin charge.
Positions of all 21 atoms, in Å:
C -1.33682 2.33272 1.32472  -0.26
C -2.75555 2.54381 0.80916  -0.15
C -1.00574 1.02098 0.73588  -0.59
O -1.42718 -0.01454 1.33822  -0.04
N -0.33658 1.03353 -0.50191  0.13
H -0.66846 3.19553 1.29052  0.07
H -1.42394 2.12875 2.45952  0.13
H -3.21553 1.63185 0.45575  0.07
H -2.78518 3.17562 -0.03670  0.03
H 0.11175 0.16488 -0.86459  0.04
H -0.15084 1.95133 -0.98518  0.01
H -3.41119 2.96985 1.64058  0.09
C 0.58979 -2.55856 0.09967  -0.44
C 2.54344 -0.35277 -1.05859  -0.58
S 1.73396 -2.01415 -1.29887  0.58
H -0.34156 -2.98009 -0.24617  0.01
H 1.15547 -3.33167 0.65602  0.01
H 0.39014 -1.76667 0.76409  -0.02
H 2.26696 0.42740 -1.88656  0.00
H 3.59937 -0.52596 -0.90332  -0.02
H 2.29250 0.15007 -0.21930  -0.07

3.
Below is 2 unconnected molecules or ions with the total composition C9H13NO2, with properties calculated with ωB97M-V/def2-TZVPD.

LUMO level (alpha / beta)	-0.3 / -0.8	eV
HOMO energy (alpha / beta)	-8.35 / -9.25	eV
molar mass	167.2	g mol⁻¹
orbital gap (alpha / beta)	0.295 / 0.311	Ha

Each line ends with the Löwdin charge.
Positions of all 25 atoms, in Å:
C -1.92178 2.44813 1.60769  -0.08
C -2.47821 1.50268 0.71856  -0.08
C -0.53875 2.52649 1.84354  -0.08
C -1.67320 0.49031 0.23994  0.00
C 0.21823 1.49431 1.36046  -0.03
C -0.24966 0.44760 0.52562  -0.25
C 1.57108 -2.23838 -1.40717  -0.06
C 0.78074 0.07881 -2.19678  -0.04
C 0.57076 -1.01305 -1.13966  -0.49
N 0.67815 -0.52377 0.16662  0.09
O 1.16578 -2.53080 1.93136  -0.06
O 0.13027 -2.16686 1.16262  -0.13
H -2.64970 3.27338 1.92999  0.12
H -3.43974 1.56057 0.24390  0.10
H -0.08711 3.47088 2.11441  0.11
H -2.05839 -0.30684 -0.25199  0.07
H 1.22525 1.60599 1.50744  0.08
H 2.50657 -2.04954 -0.84481  0.07
H 1.30524 -3.28464 -1.07169  0.08
H 1.78524 -2.04374 -2.51085  0.08
H 0.60034 -0.37192 -3.20807  0.10
H 1.85408 0.33684 -2.10153  0.10
H 0.15742 0.87882 -2.01744  0.04
H -0.36642 -1.61979 -1.33365  0.14
H 0.91377 -1.96549 2.73149  0.13

4.
Below is 14 unconnected molecules or ions with the total composition H28O14, with properties calculated with ωB97M-V/def2-TZVPD.

LUMO level	-0.4	eV
HOMO energy	-10.31	eV
molar mass	252.2	g mol⁻¹
orbital gap	0.366	Ha

Each line ends with the Löwdin charge.
Positions of all 42 atoms, in Å:
O 4.47233 -7.21369 -25.00944  -0.07
H 3.73370 -6.57545 -24.93234  0.01
H 5.06519 -6.98261 -24.29813  0.00
O 7.70272 -8.29403 -23.50271  0.01
H 7.67571 -7.68619 -24.19603  0.01
H 8.12043 -9.08512 -23.89031  0.10
O 6.68161 -5.47813 -23.83765  -0.03
H 6.50707 -4.82993 -24.53934  0.06
H 7.62786 -5.41410 -23.68691  0.06
O 5.41910 -8.12243 -22.38602  -0.07
H 6.34967 -8.15611 -22.72080  0.00
H 5.15426 -9.00683 -22.58786  0.04
O 3.86101 -4.84423 -22.66307  -0.01
H 3.62962 -4.16119 -22.06249  0.07
H 4.51428 -4.46798 -23.25235  0.05
O 5.73389 -5.91122 -20.62168  -0.06
H 6.21789 -6.64607 -20.26294  0.03
H 5.36059 -6.10614 -21.48534  -0.03
O 2.20331 -5.69132 -24.65696  -0.06
H 2.69188 -5.49351 -23.84762  0.02
H 2.08399 -4.89912 -25.18820  0.03
O 0.47901 -7.58384 -25.83825  -0.08
H -0.26763 -7.64098 -25.25856  0.02
H 1.20658 -7.17078 -25.31667  0.00
O 3.06591 -7.13941 -21.07271  -0.09
H 3.49616 -7.02567 -20.20834  0.04
H 3.76646 -7.51357 -21.66414  0.00
O 6.07388 -5.55380 -27.52252  -0.05
H 5.34389 -6.14193 -27.43782  -0.04
H 5.82145 -4.89206 -28.15922  0.03
O 2.64903 -3.74767 -26.68926  0.00
H 3.47225 -3.95464 -26.31197  0.01
H 2.48373 -4.40539 -27.33712  0.02
O 2.70878 -9.15505 -24.08353  -0.07
H 3.11694 -9.67448 -23.38767  0.02
H 3.36608 -8.46276 -24.36861  0.00
O 6.06890 -9.88214 -26.05808  -0.05
H 6.54563 -9.01778 -25.94013  0.04
H 5.34972 -9.61514 -26.60428  0.01
O 3.53860 -6.58472 -27.85188  -0.03
H 2.62824 -6.40725 -28.03835  0.04
H 3.49879 -7.28855 -27.18814  0.05

Strongest force on any atom (eV/A)
1.96, 3.52, 4.48, 2.59